Record 1
This record from OMol25 describes a cluster of 5 separate species, C2H13NO4 in total in a non-equilibrium geometry. The level of theory is the ωB97M-V functional and the def2-TZVPD basis.

Output
HOMO: -8.8 eV
Calculated total energy: -11956.441 eV
LUMO: -5.14 eV

Positions of all 20 atoms, in Å:
C (2.894, 0.975, -0.474)
N (2.765, -0.155, 0.405)
C (-0.707, -1.778, -0.010)
O (0.398, -1.152, -0.449)
H (2.471, 1.867, 0.012)
H (3.932, 1.202, -0.726)
H (2.298, 0.803, -1.372)
H (3.519, -0.310, 1.050)
H (-0.908, -1.596, 1.056)
H (-0.600, -2.887, -0.109)
H (-1.628, -1.637, -0.608)
H (-1.145, 1.168, -0.088)
H (-3.649, 1.584, -1.002)
O (-2.831, 1.177, -0.712)
H (-2.692, 0.270, 0.246)
H (-3.405, -0.123, 1.612)
O (-2.572, -0.307, 1.158)
H (1.954, -0.739, 0.241)
H (0.106, 0.425, -0.354)
O (-0.201, 1.216, 0.125)

---

Record 2
This record from OMol25 describes a cluster of 5 separate species, C2H13NO5 in total in a non-equilibrium geometry. The level of theory is the ωB97M-V functional and the def2-TZVPD basis.

Output
HOMO: -10.5 eV
Calculated total energy: -14012.084 eV
LUMO: 0.41 eV
Structure (SMILES): CNC=O.O.O.O.O

Positions of all 21 atoms, in Å:
C (-0.918, 0.014, -0.986)
N (-1.782, 0.460, -1.911)
C (-2.450, 1.767, -1.680)
O (-0.800, 0.564, 0.120)
H (-0.186, -0.794, -1.036)
H (-1.963, -0.009, -2.772)
H (-2.405, 2.292, -2.627)
H (-2.056, 2.161, -0.753)
H (-3.502, 1.546, -1.453)
H (0.230, 2.310, 1.440)
H (0.564, 2.358, 2.892)
O (0.993, 2.440, 2.019)
H (2.656, -1.330, 2.437)
H (3.185, -0.331, 1.449)
O (3.342, -1.218, 1.753)
H (-2.735, -1.675, 0.439)
H (-1.643, -1.239, 1.260)
O (-2.024, -2.062, 0.950)
H (3.213, -2.320, -0.466)
H (2.157, -1.205, -0.780)
O (2.948, -1.660, -1.116)

---

Record 3
This record from OMol25 describes a cluster of 5 separate species, C2H13NO5 in total in a non-equilibrium geometry. The level of theory is the ωB97M-V functional and the def2-TZVPD basis.

Output
HOMO: -9.1 eV
Calculated total energy: -14010.791 eV
LUMO: 0.16 eV
Structure (SMILES): NCC=O.O.O.O.O

Positions of all 21 atoms, in Å:
O (2.856, 0.073, 1.517)
C (1.893, -0.010, 0.796)
C (0.589, 0.757, 1.140)
N (0.598, 2.084, 0.561)
H (1.780, -0.824, 0.055)
H (-0.393, 0.371, 0.786)
H (0.523, 0.640, 2.248)
H (0.754, 2.877, 1.190)
H (1.304, 2.323, -0.192)
H (-2.498, -1.143, -1.184)
H (-2.143, -0.949, -2.698)
O (-2.479, -1.613, -2.077)
H (0.999, -2.548, 1.933)
H (-0.024, -2.224, 0.761)
O (0.445, -1.875, 1.530)
H (-1.571, 0.694, -0.945)
H (-2.557, 1.422, 0.166)
O (-2.380, 0.721, -0.452)
H (0.094, -0.608, -2.298)
H (-0.122, 1.057, -2.468)
O (-0.397, 0.197, -2.156)

---

Record 4
This record from OMol25 describes a cluster of 5 separate species, C2H13NO5 in total in a non-equilibrium geometry. The level of theory is the ωB97M-V functional and the def2-TZVPD basis.

Output
HOMO: -9.0 eV
Calculated total energy: -14009.257 eV
LUMO: 0.18 eV
Structure (SMILES): NCC=O.O.O.O.O

Positions of all 21 atoms, in Å:
O (3.023, -0.005, 1.635)
C (2.047, -0.091, 0.892)
C (0.719, 0.683, 1.233)
N (0.720, 1.987, 0.654)
H (1.929, -0.918, 0.150)
H (-0.278, 0.294, 0.874)
H (0.652, 0.559, 2.375)
H (0.875, 2.813, 1.287)
H (1.468, 2.264, -0.164)
H (-2.372, -1.190, -1.077)
H (-1.995, -0.980, -2.674)
O (-2.351, -1.681, -2.032)
H (1.093, -2.513, 1.981)
H (0.123, -2.267, 0.808)
O (0.603, -1.911, 1.612)
H (-1.479, 0.624, -0.832)
H (-2.420, 1.327, 0.237)
O (-2.248, 0.653, -0.359)
H (0.207, -0.685, -2.204)
H (-0.033, 0.915, -2.337)
O (-0.283, 0.123, -2.061)

---

Record 5
This record from OMol25 describes a structure of composition C2H14CaO7 in a non-equilibrium geometry. The level of theory is the ωB97M-V functional and the def2-TZVPD basis.

Output
HOMO: -5.6 eV
Calculated total energy: -35072.428 eV
LUMO: -0.57 eV

Positions of all 24 atoms, in Å:
Ca (0.201, -0.286, 0.155)
O (-1.366, 0.804, 1.314)
C (-1.990, 1.740, 0.471)
C (-1.540, 1.436, -0.969)
O (-0.240, 1.680, -1.112)
H (-1.823, 2.704, 0.871)
H (-2.989, 1.441, 0.644)
H (-2.183, 1.880, -1.665)
H (-1.747, 0.396, -1.124)
O (1.734, 1.582, 1.008)
H (2.007, 1.879, 0.139)
H (2.562, 1.495, 1.568)
O (1.223, -1.373, 2.254)
H (1.511, -0.848, 2.965)
H (0.931, -2.204, 2.685)
O (-0.074, -1.006, -2.345)
H (-0.816, -0.905, -2.901)
H (0.608, -0.912, -3.035)
O (2.438, -0.826, -0.801)
H (3.177, -0.270, -1.020)
H (2.355, -1.530, -1.437)
O (-1.211, -1.981, 0.536)
H (-1.773, -2.013, 1.349)
H (-1.002, -2.884, 0.456)

---

Record 6
This record from OMol25 describes a cluster of 4 separate species, C2H14N2O3 in total in a non-equilibrium geometry. The level of theory is the ωB97M-V functional and the def2-TZVPD basis.

Output
HOMO (alpha / beta): 0.4 / -5.7 eV
Calculated total energy: -11421.090 eV
Spin multiplicity: 2
LUMO (alpha / beta): 3.75 / 3.59 eV
Charge: -1
⟨S²⟩: 0.751

Positions of all 21 atoms, in Å:
C (-2.593, 1.190, 0.201)
N (-1.885, 0.141, -0.489)
C (-0.767, 0.424, -1.451)
N (0.380, 1.004, -0.626)
H (-2.187, 2.161, 0.411)
H (-3.475, 1.361, -0.421)
H (-2.938, 0.932, 1.181)
H (-1.410, -0.469, 0.314)
H (-0.967, 1.054, -2.305)
H (-0.416, -0.566, -1.920)
H (1.028, 1.589, -1.229)
H (0.930, 0.347, -0.010)
H (1.581, 0.886, 2.892)
H (2.309, -0.253, 2.228)
O (2.518, 0.458, 2.705)
H (2.064, -1.996, -2.206)
H (0.952, -1.064, -1.562)
O (1.206, -1.631, -2.341)
H (1.061, -2.561, 1.275)
H (1.459, -1.397, 2.139)
O (1.149, -1.612, 1.212)

---

Record 7
This record from OMol25 describes a cluster of 4 separate species, C2H14NO3 in total in a non-equilibrium geometry. The level of theory is the ωB97M-V functional and the def2-TZVPD basis.

Output
HOMO: -15.3 eV
Calculated total energy: -9927.819 eV
LUMO: -3.09 eV
Charge: +1

Positions of all 20 atoms, in Å:
C (-1.615, -1.202, 1.483)
C (-1.314, 0.178, 0.956)
N (-0.145, 0.048, -0.051)
H (-1.519, -1.857, 0.610)
H (-0.930, -1.602, 2.239)
H (-2.538, -1.290, 2.056)
H (-2.233, 0.607, 0.484)
H (-0.955, 0.837, 1.732)
H (0.045, 1.010, -0.408)
H (-0.413, -0.624, -0.772)
H (0.660, -0.195, 0.527)
H (0.180, 3.444, -0.685)
H (1.481, 2.820, -1.123)
O (0.625, 2.591, -0.734)
H (3.786, -0.122, 0.095)
H (2.856, 1.111, 0.516)
O (3.176, 0.243, 0.745)
H (-0.961, -2.382, -2.867)
H (0.369, -1.926, -2.482)
O (-0.555, -1.689, -2.322)

---

Record 8
This record from OMol25 describes a cluster of 4 separate species, C2H14NO3 in total in a non-equilibrium geometry. The level of theory is the ωB97M-V functional and the def2-TZVPD basis.

Output
HOMO: -15.3 eV
Calculated total energy: -9927.915 eV
LUMO: -2.84 eV
Charge: +1

Positions of all 20 atoms, in Å:
C (-2.139, 0.381, -0.476)
C (-0.843, -0.384, -0.730)
N (0.359, 0.296, -0.163)
H (-2.362, 0.481, 0.584)
H (-2.026, 1.405, -0.853)
H (-2.941, -0.035, -1.077)
H (-0.964, -1.333, -0.228)
H (-0.751, -0.572, -1.794)
H (1.092, 0.406, -0.865)
H (0.644, -0.134, 0.720)
H (0.031, 1.186, 0.215)
H (2.227, -2.813, 2.149)
H (0.731, -3.048, 2.058)
O (1.451, -2.573, 1.630)
H (0.962, 0.474, -3.416)
H (0.973, 2.024, -3.316)
O (1.196, 1.213, -2.844)
H (1.194, 0.346, 2.984)
H (0.347, 1.642, 3.004)
O (0.818, 1.036, 2.418)

---

Record 9
This record from OMol25 describes a cluster of 4 separate species, C2H14NO3 in total. The level of theory is the ωB97M-V functional and the def2-TZVPD basis.

Output
HOMO: -15.1 eV
Calculated total energy: -9927.958 eV
LUMO: -2.85 eV
Charge: +1

Positions of all 20 atoms, in Å:
C (1.664, 1.339, -0.532)
N (1.838, 0.250, 0.473)
C (0.883, 0.369, 1.608)
H (2.367, 1.220, -1.352)
H (0.622, 1.352, -0.828)
H (1.921, 2.290, -0.061)
H (2.810, 0.197, 0.772)
H (1.644, -0.673, -0.015)
H (1.287, 1.070, 2.333)
H (0.726, -0.613, 2.049)
H (-0.079, 0.719, 1.246)
H (0.025, -1.837, -0.766)
H (1.225, -1.775, -1.735)
O (0.998, -1.972, -0.819)
H (-2.121, -1.425, -1.889)
H (-2.090, -0.343, -0.777)
O (-1.613, -1.097, -1.140)
H (-4.501, 0.550, -0.106)
H (-3.895, 0.217, 1.241)
O (-3.713, 0.162, 0.298)

---

Record 10
This record from OMol25 describes a cluster of 4 separate species, C2H14NO3S2 in total in a non-equilibrium geometry. The level of theory is the ωB97M-V functional and the def2-TZVPD basis.

Output
HOMO: -12.3 eV
Calculated total energy: -31598.206 eV
LUMO: -2.85 eV
Charge: +1

Positions of all 22 atoms, in Å:
N (1.103, -0.502, -0.400)
C (1.110, 1.005, -0.222)
C (2.539, 1.496, 0.078)
S (3.315, 0.881, 1.624)
S (1.915, 1.374, 3.006)
H (0.141, -0.819, -0.587)
H (1.405, -0.942, 0.476)
H (1.805, -0.825, -1.065)
H (0.426, 1.480, 0.511)
H (0.873, 1.489, -1.167)
H (3.168, 1.136, -0.749)
H (2.613, 2.585, 0.174)
H (1.736, 2.740, 3.053)
H (-2.357, -0.703, -1.261)
H (-2.874, -1.378, -0.068)
O (-2.064, -1.336, -0.592)
H (-4.600, 0.368, 1.283)
H (-5.263, 0.600, 0.022)
O (-4.354, 0.466, 0.344)
H (-0.870, -2.864, -1.062)
H (0.165, -3.378, -2.107)
O (0.069, -2.872, -1.289)